ORCA calculation (ωB97M-V with the def2-TZVPD basis set) on a structure of composition C28H29N5O5.

Positions of all 67 atoms, in Å:
C  2.30  2.26  3.83
H  2.11  1.21  3.90
O  1.23  2.84  3.08
C  0.87  2.48  1.99
C  -0.01  3.26  1.43
C  -0.72  2.85  0.37
C  -0.29  1.81  -0.24
C  0.94  0.89  0.09
C  1.45  1.29  1.36
H  2.22  0.84  1.69
O  1.38  -0.30  -0.35
C  1.46  -0.61  -1.71
H  1.83  0.51  -2.44
H  2.04  -1.31  -1.91
H  0.51  -0.88  -2.07
N  -0.98  1.38  -1.50
C  -2.06  0.79  -1.59
N  -2.78  0.37  -2.58
C  -2.35  0.63  -4.00
C  -3.16  0.37  -4.95
C  -2.55  0.77  -6.24
C  -1.63  1.57  -6.20
C  -0.86  1.90  -5.23
C  -1.31  1.54  -3.87
C  -0.29  1.62  -2.91
O  0.56  2.56  -2.86
H  0.21  2.75  -5.33
N  -1.15  1.93  -7.73
O  -0.13  2.81  -7.61
O  -1.82  1.83  -8.61
H  -3.20  0.45  -7.19
H  -3.80  -0.28  -4.92
C  -2.71  0.20  -0.29
N  -1.63  -0.44  0.56
C  -1.56  -1.86  0.13
C  -0.59  -2.72  0.80
N  -0.60  -2.62  2.17
C  -1.11  -1.09  2.82
C  -2.05  -0.55  1.97
H  -2.21  0.43  2.41
H  -3.09  -0.87  2.17
H  -1.31  -1.19  4.00
H  0.06  -0.57  2.67
C  0.28  -3.19  3.14
C  1.66  -2.81  3.21
C  2.52  -2.79  1.99
C  3.75  -2.12  2.12
C  4.09  -1.28  3.15
C  3.22  -1.40  4.21
C  1.92  -1.97  4.36
H  1.26  -1.81  4.99
H  3.47  -0.73  5.09
H  5.05  -1.01  3.07
H  4.40  -2.27  1.35
H  2.18  -3.39  1.24
H  0.05  -4.30  2.68
H  -0.11  -3.37  4.08
H  -0.37  -3.62  0.62
H  0.41  -2.10  0.58
H  -1.68  -1.76  -1.00
H  -2.44  -2.43  0.20
H  -3.68  -0.28  -0.48
H  -2.88  1.11  0.20
H  -1.59  3.35  0.04
H  -0.58  4.14  2.03
H  3.28  2.36  3.21
H  2.57  2.84  4.81

Highest occupied orbital energy   -7.44 eV
Electronic energy   -1733.476475 hartree
LUMO   -1.103 eV
Relative energy (zero: lowest compared OMol25 entry of this formula, charge and spin)   607.0 kcal per mole
Orbital gap   6.34 eV
Maximum force   0.299 hartree/bohr
Multiplicity   1